DFT (the ωB97M-V functional and the def2-TZVPD basis) results for a structure of composition C50H60N3P2PdS2Si2 in a non-equilibrium geometry.

Cartesian coordinates (Å):
H 1.58510 2.67621 -6.25755
S 4.91563 -0.15383 -1.29625
H 2.77205 1.76817 -7.20069
H 0.81175 5.79392 0.60596
H 1.29561 -2.82337 2.95230
H -3.87325 0.09328 -2.34724
H -2.57430 2.06205 4.11839
C -0.56352 -4.52054 -0.99726
H 5.05042 -0.32190 3.87675
C -1.73786 -2.14888 4.28395
C -1.21734 -1.48788 -2.52912
H -1.47164 -4.67933 -0.41014
C 0.28351 4.89980 0.94745
C -0.33445 -3.26279 5.88484
C 3.29146 -0.14308 0.98441
C -4.11661 -4.39996 1.33289
H -5.81042 -4.33836 0.02140
C -3.08720 0.40164 -3.03769
C -1.22336 2.89774 5.55364
C 2.91092 -0.26614 3.73129
H -3.16937 -0.96079 -0.14419
C 1.06944 3.10442 4.86009
C -3.97524 4.51042 1.45866
C 2.26745 0.35701 -4.89673
H 1.97778 -2.44388 -1.76275
C -4.57302 -2.59837 -0.19633
N 0.07408 -2.10072 0.59724
H 0.32619 3.75041 6.76597
H 5.61379 0.01533 -4.27277
C 4.38661 -0.19345 1.84475
H -2.34733 -4.19776 2.52768
H 4.03960 0.27157 -6.12576
C -0.72465 -2.24107 3.32689
H -0.42291 3.71575 -1.97568
Si 0.95030 3.41396 0.05279
H -0.31837 -1.77639 -1.99314
H 3.16505 2.33992 -0.08982
C 0.63140 3.50523 -1.77740
H -4.38771 -5.35619 1.76155
H -3.10423 -0.23449 -3.92102
P -1.06712 -1.68175 1.63771
C -1.55195 2.36068 4.31966
C 1.34612 0.52051 -6.10174
C 2.01345 -0.14789 1.52618
C -4.91436 -3.82915 0.35203
H 2.66302 -4.04508 -1.46656
H 0.47615 -4.96256 2.11730
H 0.73810 0.41366 -3.38014
S -1.45430 0.28291 -2.27441
C -2.62692 -2.50740 1.22617
Pd 0.51402 -0.05766 0.23977
H 0.81586 -0.18771 3.30124
C 1.80922 -0.19872 2.88223
H 1.10630 1.88347 -7.76660
C -2.50786 2.60468 1.26630
C 2.77973 3.24919 0.36612
C -1.53707 -2.64561 5.56031
H -2.68526 -1.68957 4.02189
H -2.33468 4.13410 2.77411
C 2.68065 0.13810 -2.53692
N 2.35815 0.06228 -1.17838
C 0.08280 3.29082 5.81695
C 1.24391 -4.83831 1.35141
C -4.30882 2.92269 -0.31391
H 0.74290 -0.68492 -7.80030
C 4.19736 -0.26438 3.21438
H 2.97626 -2.72768 -0.33206
C 3.65564 0.24170 -5.11446
C -0.12230 0.63752 -5.69374
C 3.41846 -0.07659 -0.45243
H 1.22979 4.28654 -2.25375
H 3.01900 3.22277 1.43190
H 1.41244 -5.81278 0.88597
H 0.42000 4.81938 2.02798
C 2.21933 -3.17042 -0.98476
H -0.19619 -3.69253 6.86840
H -0.47109 -0.26929 -5.19357
H 5.38908 -0.16995 1.43377
C -4.68623 4.08504 0.34743
H -5.52761 4.66433 -0.01019
H -2.90740 1.29511 -0.37577
H 2.09261 3.38696 5.07388
C -1.42652 -0.00702 1.56558
C 0.74341 2.55410 3.62789
H -5.19729 -2.15764 -0.96364
P -1.01295 1.65380 1.66263
C 1.79021 0.30671 -3.60050
C 1.73125 1.78864 -6.87656
H 1.62525 -3.80728 5.20034
H -0.83943 -3.98085 -1.90156
H -0.78028 5.04242 0.74819
H -3.24559 1.43575 -3.33752
H 2.74678 -0.31511 4.80045
H 1.50807 2.40306 2.87967
C -3.22382 2.19189 0.13989
H -0.73014 0.77855 -6.58883
H -0.18490 -5.50229 -1.29453
C 1.49952 -0.70780 -7.01390
H 2.16992 -4.54214 1.84871
H 3.31426 4.09663 -0.07171
C 4.04932 0.03397 -2.78421
H -2.06460 -2.03794 -2.12377
C -3.43627 -1.93683 0.24291
H -4.86217 2.59077 -1.18344
C 4.55153 0.08951 -4.08271
C -2.88723 3.77900 1.91563
H -4.26378 5.41897 1.97097
H 0.88166 2.55048 -2.24674
C 0.49698 -2.80366 3.67747
H -1.09921 -1.70428 -3.59172
H 2.47849 -0.73488 -7.49436
N 0.13920 1.94882 0.59891
C -0.57381 2.20751 3.33529
H -1.98675 3.01723 6.31147
C -2.97028 -3.74792 1.76353
H -2.31972 -2.55988 6.30292
C 0.68486 -3.33336 4.94787
H -0.29350 1.48950 -5.03233
Si 0.72644 -3.63781 0.02094
H 1.37458 -1.63076 -6.44398

As for the charge: +1. Its HOMO-LUMO gap is 6.588 eV. For the energy above the lowest of the compared OMol25 structures with the same formula, charge and spin, the calculation gives 85.8 kJ/mol. The calculation puts the maximum force at 3.33 eV/Å.